1.
# C4H9N2O3

2 unconnected molecules or ions with the total composition C4H9N2O3 (the ωB97M-V functional and the def2-TZVPD basis, the OMol25 dataset).

Structure (XYZ):
```
18
Properties=species:S:1:pos:R:3
O -2.04500 2.92951 2.18328
O -0.07208 2.69038 1.03006
O -1.43509 0.94753 -0.51323
N -1.30445 2.46187 1.27748
N -1.85288 1.49027 0.58789
C 1.56979 -1.39814 -0.36559
C -0.84110 -1.45737 0.08104
C 1.60740 -0.30708 -1.48311
C 0.35951 -1.18104 0.49395
H 2.32219 -0.47422 -2.16684
H 1.79942 0.63839 -0.91154
H 0.56998 -0.17837 -1.87552
H -0.97023 -1.72215 -0.95150
H 0.49190 -0.89426 1.50985
H 1.68422 -2.34887 -0.87258
H -1.68356 -0.98967 0.61619
H -2.60258 1.03859 1.10381
H 2.40255 -1.24535 0.25637
```

Computed properties:
HOMO-LUMO gap in eV: 6.6988
Net charge: -1

Atomic charges from the natural (NBO) analysis, expressed in e, are listed below: -0.58 -0.54 -0.66 0.53 -0.05 -0.44 -0.37 -0.60 -0.18 0.18 0.22 0.23 0.18 0.19 0.19 0.20 0.33 0.19



2.
# C4H9N2OS

A gas-phase ion, C4H9N2OS (charge +1) (the ωB97M-V functional and the def2-TZVPD basis, the OMol25 dataset).

Structure (XYZ):
```
17
Properties=species:S:1:pos:R:3
S -0.04508 1.45525 1.91740
O 1.42847 0.32354 -1.37562
N -0.67890 0.55612 -0.41129
N -2.30717 1.88783 0.59826
C 0.50236 -1.57596 -0.16501
C 1.30744 0.62189 1.06066
C 0.64991 -0.07384 -0.31911
C -1.12229 1.30618 0.57945
H -0.08968 -1.82105 0.71301
H 1.51402 -0.36711 -2.04676
H 1.48202 -2.03854 -0.06332
H 1.75714 -0.13537 1.69162
H -2.93992 1.85152 -0.18462
H 0.00989 -1.99462 -1.04217
H -2.58223 2.43687 1.39925
H 2.04181 1.35464 0.73349
H -1.17898 0.44831 -1.28459
```

Computed properties:
HOMO-LUMO gap in eV: 10.9754
Net charge: +1

Atomic charges from the natural (NBO) analysis, expressed in e, are listed below: 0.38 -0.69 -0.57 -0.73 -0.66 -0.55 0.44 0.36 0.24 0.50 0.25 0.25 0.43 0.23 0.44 0.26 0.43



3.
# C4H9N2P

2 unconnected molecules or ions with the total composition C4H9N2P (the ωB97M-V functional and the def2-TZVPD basis, the OMol25 dataset).

Structure (XYZ):
```
16
Properties=species:S:1:pos:R:3
P -0.42670 -0.59904 -0.56674
N 4.43991 0.08573 0.20695
N 4.70800 0.08025 -0.90492
C -1.61120 -0.94652 0.90046
C -1.09231 1.12292 -1.15956
C 1.17154 -0.92990 -0.87906
C 3.98065 0.03454 1.40135
H -1.64118 -0.08399 1.43418
H -1.11349 -1.69868 1.42799
H 1.47824 -1.87622 -0.59344
H -2.13134 0.96242 -1.69503
H 4.39353 0.86868 1.97578
H -0.29414 1.58990 -1.86347
H 3.43923 -0.74855 1.93808
H -2.62584 -1.22578 0.39231
H -1.31328 1.84082 -0.21318
```

Computed properties:
HOMO-LUMO gap (spin up / spin down) in eV: 6.8986 / 7.0290
<S²>: 2.01
Spin multiplicity: 3

Atomic charges from the natural (NBO) analysis, expressed in e, are listed below: 0.78 0.06 -0.03 -0.83 -0.93 -0.58 -0.48 0.21 0.23 0.16 0.24 0.21 0.25 0.24 0.25 0.22



4.
# C4H9N2PS

2 unconnected molecules or ions with the total composition C4H9N2PS (the ωB97M-V functional and the def2-TZVPD basis, the OMol25 dataset).

Structure (XYZ):
```
17
Properties=species:S:1:pos:R:3
S 2.12171 -1.07310 -0.51747
P 1.96930 0.83371 0.49268
N -0.98469 0.31722 0.14413
N -1.18494 -1.08835 0.04426
C -0.28415 -2.00186 0.46765
C -1.14224 -0.34585 -1.12151
C -2.16386 0.97914 0.76003
C 3.42918 1.35458 -0.12411
H 0.00268 -1.82490 1.56838
H -2.05662 -0.32611 -1.83141
H -2.98460 0.37521 0.71442
H -0.39468 -2.93643 -0.02311
H -2.30541 1.89138 0.05768
H -0.24673 -0.39522 -1.62278
H 4.12032 0.67691 -0.74490
H 3.83175 2.38604 0.06075
H -1.72704 1.17763 1.67529
```

Computed properties:
HOMO-LUMO gap (spin up / spin down) in eV: 7.0719 / 7.0689

Atomic charges from the natural (NBO) analysis, expressed in e, are listed below: -0.56 0.59 -0.24 -0.30 0.00 -0.08 -0.41 -0.92 0.23 0.19 0.19 0.21 0.21 0.22 0.22 0.22 0.22



5.
# C4H9N2S

2 unconnected molecules or ions with the total composition C4H9N2S (the ωB97M-V functional and the def2-TZVPD basis, the OMol25 dataset).

Structure (XYZ):
```
16
Properties=species:S:1:pos:R:3
S 0.95720 -1.35898 -0.05775
N 0.05313 1.40232 -0.93820
N -1.87416 0.05462 -0.48835
C 2.52951 -1.42733 -0.21214
C 0.84286 1.90944 0.16364
C -0.78760 0.46315 -0.69732
C -2.56056 -1.13398 -0.11022
H -2.31652 -1.29924 1.01826
H 1.50508 2.68876 -0.29617
H 3.21013 -0.56720 0.04055
H -3.64632 -0.90065 -0.11052
H 3.09968 -2.36128 -0.66598
H -2.31681 -2.07243 -0.71385
H 0.17826 1.91664 -1.76603
H 1.40404 1.06116 0.74535
H 0.22847 2.09119 1.05368
```

Computed properties:
HOMO-LUMO gap in eV: 8.3095
Net charge: +1

Atomic charges from the natural (NBO) analysis, expressed in e, are listed below: 0.08 -0.58 -0.27 -0.44 -0.45 0.72 -0.47 0.26 0.25 0.21 0.26 0.24 0.26 0.46 0.23 0.24



6.
# C4H9N2S

3 unconnected molecules or ions with the total composition C4H9N2S (the ωB97M-V functional and the def2-TZVPD basis, the OMol25 dataset).

Structure (XYZ):
```
16
Properties=species:S:1:pos:R:3
S 2.01449 -0.84159 0.00096
N -0.31106 0.40475 0.94482
N -1.89088 -1.01332 0.36848
C -0.70964 -1.70671 -0.05271
C 2.58632 0.50981 0.77317
C 0.35998 -0.66924 0.30755
C -1.62579 0.14626 0.85878
H -0.50896 -2.69634 0.31921
H -0.79725 -2.09522 -1.11080
H -2.29766 0.77050 1.46909
H 0.02255 0.48709 -2.91529
H 3.69944 0.58576 0.94743
H 0.06834 1.12258 1.57480
H -2.88290 -1.34316 0.22541
H -0.34148 0.23477 -2.12422
H 1.84421 1.26016 0.99375
```

Computed properties:
HOMO-LUMO gap (spin up / spin down) in eV: 7.0329 / 7.0740
Net charge: +1

Atomic charges from the natural (NBO) analysis, expressed in e, are listed below: 0.70 -0.53 -0.49 -0.27 -0.70 -0.18 0.35 0.24 0.24 0.25 0.06 0.27 0.46 0.46 -0.07 0.19



Max |F| values (in eV Å⁻¹) by entry order: 5.5; 2.6; 5.0; 5.3; 3.1; 3.7.